Formula: H2O3Si
Source: the OMol25 dataset
Level of theory: ωB97M-V with the def2-TZVPD basis set

Positions of all 6 atoms, in Å:
Si  0.424  -0.096  -0.349
O  -1.152  0.129  -0.230
O  0.065  -1.193  0.811
O  0.420  0.229  1.464
H  -0.900  1.076  -0.213
H  1.143  -0.145  -1.483

Its lowest unoccupied orbital energy is -0.8 eV. The calculation puts the orbital gap at 9.031 eV. The calculation puts the strongest force on any atom at 8.01 eV/Å. For the energy relative to the best compared isomer or geometry (same formula, charge and spin), the calculation gives 6.629 eV. Its HOMO energy is -9.801 eV.

=====

Formula: H2O4S2
Source: the OMol25 dataset
Level of theory: ωB97M-V with the def2-TZVPD basis set

Positions of all 8 atoms, in Å:
S  -0.658  0.111  -0.150
S  -2.462  0.111  -0.522
O  0.034  1.521  -0.396
O  1.424  -1.050  -0.359
O  -0.224  -0.116  1.246
O  0.157  -1.051  -0.919
H  1.393  -1.300  0.637
H  0.335  1.773  0.463

Its lowest unoccupied orbital energy is 0.3 eV. As for the SMILES: O=[S@](O)(=S)OO. The calculation puts the orbital gap at 10.624 eV. The calculation puts the strongest force on any atom at 4.71 eV/Å. For the energy relative to the best compared isomer or geometry (same formula, charge and spin), the calculation gives 3.018 eV. Its HOMO energy is -10.320 eV.

=====

Formula: H2O6P
Source: the OMol25 dataset
Level of theory: ωB97M-V with the def2-TZVPD basis set

Positions of all 9 atoms, in Å:
P  1.707  -1.040  -0.800
O  2.092  -0.988  0.711
O  -1.158  0.859  -0.215
O  0.899  -0.807  1.438
O  0.193  1.222  0.013
O  0.379  -1.457  -1.250
O  2.816  -0.701  -1.693
H  0.461  0.488  0.741
H  -1.068  -0.056  -0.531

As for the net charge: -1. Its lowest unoccupied orbital energy is 3.9 eV. The calculation puts the orbital gap at 8.739 eV. The calculation puts the strongest force on any atom at 2.24 eV/Å. For the energy relative to the best compared isomer or geometry (same formula, charge and spin), the calculation gives 0.855 eV. Its HOMO energy is -4.877 eV.

=====

Formula: H2OSn
Source: the OMol25 dataset
Level of theory: ωB97M-V with the def2-TZVPD basis set

Positions of all 4 atoms, in Å:
Sn  -1.023  4.165  0.152
O  0.219  -1.077  0.151
H  -0.290  -1.847  -0.101
H  1.093  -1.241  -0.202

As for the net charge: +2. Its lowest unoccupied orbital energy is -14.4 eV. The calculation puts the orbital gap at 2.927 eV. The calculation puts the strongest force on any atom at 0.66 eV/Å. For the energy relative to the best compared isomer or geometry (same formula, charge and spin), the calculation gives 2.356 eV. Its HOMO energy is -17.281 eV.

=====

Formula: H2P2S4
Source: the OMol25 dataset
Level of theory: ωB97M-V with the def2-TZVPD basis set

Positions of all 8 atoms, in Å:
S  -1.361  2.455  -0.538
S  0.920  0.270  1.039
S  2.490  -1.478  -0.919
S  -2.331  -0.748  0.323
P  -1.301  0.934  0.722
P  0.723  -0.379  -0.831
H  1.979  -2.028  -1.953
H  -1.118  0.973  2.157

Its lowest unoccupied orbital energy is -2.5 eV. The calculation puts the orbital gap at 6.088 eV. The calculation puts the strongest force on any atom at 2.18 eV/Å. For the energy relative to the best compared isomer or geometry (same formula, charge and spin), the calculation gives 1.730 eV. Its HOMO energy is -8.575 eV.

=====

Formula: H2P2S4
Source: the OMol25 dataset
Level of theory: ωB97M-V with the def2-TZVPD basis set

Positions of all 8 atoms, in Å:
S  2.257  0.428  0.549
S  -0.877  0.469  -1.695
S  -1.411  0.827  1.376
S  -0.756  -2.456  0.153
P  -2.028  -1.055  -0.157
P  -0.731  1.836  -0.252
H  2.293  0.465  -0.848
H  1.254  -0.514  0.874

Its lowest unoccupied orbital energy is -1.7 eV. The calculation puts the orbital gap at 7.051 eV. The calculation puts the strongest force on any atom at 1.78 eV/Å. For the energy relative to the best compared isomer or geometry (same formula, charge and spin), the calculation gives 1.147 eV. Its HOMO energy is -8.732 eV.

=====

Formula: H2S
Source: the OMol25 dataset
Level of theory: ωB97M-V with the def2-TZVPD basis set

Positions of all 3 atoms, in Å:
S  0.610  -0.027  -0.030
H  -0.337  -0.938  0.217
H  -0.274  0.965  -0.187

Its lowest unoccupied orbital energy is 1.0 eV. As for the SMILES: S. The calculation puts the orbital gap at 10.852 eV. The calculation puts the strongest force on any atom at 0.12 eV/Å. For the energy relative to the best compared isomer or geometry (same formula, charge and spin), the calculation gives 0.001 eV. Its HOMO energy is -9.814 eV.